2 unconnected molecules or ions with the total composition C6H15NO, computed with ωB97M-V with the def2-TZVPD basis set.

```
23
Properties=species:S:1:pos:R:3:mulliken_spin:R:1
C 2.3580 1.5973 -0.0935 0.443
C 1.1451 1.3463 -1.0223 -0.208
C 1.1390 -0.1166 -1.4697 0.092
N -1.5098 -0.8953 -0.5557 0.487
C -0.3592 -1.4280 0.0576 0.632
C 0.8993 -1.0571 -0.3095 -0.233
C -0.6605 -1.9467 1.4483 0.514
H 2.1526 1.1450 0.8824 -0.031
H 3.2773 1.2608 -0.5565 -0.082
H 2.3847 2.6577 0.1712 -0.286
H 0.2313 1.6147 -0.5097 0.616
H 1.2877 2.0002 -1.8931 -0.236
H 2.0921 -0.4275 -1.9035 -0.079
H 0.4683 -0.3671 -2.3055 -0.100
H -2.3056 -1.5122 -0.5714 -0.236
H -1.4752 -0.1719 -1.2374 -0.186
H 1.7558 -1.5023 0.1754 -0.132
H 0.1953 -1.8574 2.1156 -0.245
H -0.9028 -3.0270 1.4132 0.021
H -1.5907 -1.4936 1.7987 -0.251
H -2.0996 1.2242 2.1037 -0.245
H -2.0002 1.8781 0.8018 -0.023
O -2.6377 1.7950 1.5247 0.766
```

Computed properties:
Multiplicity: 2
Molecular weight in g/mol: 117.19
Energy relative to the best compared isomer or geometry (same formula, charge and spin) in kcal per mole: 21.8
Highest occupied orbital energy (alpha / beta) in eV: 1.1 / -4.3
Maximum force in eV/A: 2.0
Charge: -1
Energy in Ha: -367.528668
Gap between HOMO and LUMO (alpha / beta) in eV: 3.1 / 8.2

---

A molecular structure, C6H15NO, computed with ωB97M-V with the def2-TZVPD basis set.

```
23
Properties=species:S:1:pos:R:3:mulliken_spin:R:1
C 1.3894 1.0512 -0.9533 0.002
O 0.1813 0.8858 -1.6777 0.007
C 2.3586 -0.1085 -1.2164 0.005
C 1.7602 -1.4665 -0.7950 0.004
H 1.1637 1.1081 0.1304 -0.006
H 1.8351 2.0033 -1.2839 0.001
H 3.2872 0.0612 -0.6420 0.001
H 2.6085 -0.1430 -2.2931 -0.001
H 2.5499 -2.2282 -0.8034 -0.002
H 0.9745 -1.7681 -1.4699 0.007
H 1.2691 -1.4130 0.1728 -0.006
C -1.0861 1.1765 2.4183 0.070
C -1.8074 0.1067 1.5031 0.090
C -1.9319 -1.2631 0.0999 0.798
N -0.9348 -0.4412 0.4502 0.076
H -0.2327 0.7051 2.9723 -0.001
H -0.6920 2.0183 1.8039 -0.004
H -1.7557 1.6002 3.1723 -0.018
H -2.1611 -0.6409 2.2493 0.008
H -2.6796 0.6032 1.0653 0.004
H -2.0746 -2.2616 0.5139 -0.013
H -2.7039 -1.0130 -0.6458 -0.015
H -0.3920 0.3929 -1.0123 -0.007
```

Computed properties:
Multiplicity: 2
Molecular weight in g/mol: 117.19
Energy relative to the best compared isomer or geometry (same formula, charge and spin) in kcal per mole: 49.7
Highest occupied orbital energy (alpha / beta) in eV: -1.5 / -2.4
Maximum force in eV/A: 4.2
Charge: -1
Energy in Ha: -367.484286
Gap between HOMO and LUMO (alpha / beta) in eV: 5.6 / 6.5

---

2 unconnected molecules or ions with the total composition C6H15NO, computed with ωB97M-V with the def2-TZVPD basis set.

```
23
Properties=species:S:1:pos:R:3:mulliken_charge:R:1
C 1.7719 0.0495 1.1723 -0.828
C 0.6145 0.2007 2.1203 0.653
N -0.4033 1.0336 1.7497 -0.312
O 0.5280 -0.4955 3.1200 -0.633
H 2.7106 0.0246 1.7162 0.359
H 1.7659 0.7348 0.3300 0.257
H 1.8337 -0.9727 0.7811 0.218
H -1.1609 1.2464 2.3749 0.208
H -0.4499 1.3793 0.8075 0.143
C -0.1272 -1.5615 -2.2260 -1.661
C -0.4692 -0.2915 -1.4682 1.470
C 0.2836 0.9433 -1.9516 -1.515
C -1.9819 0.0207 -1.5458 -1.350
H 0.9362 -1.7840 -2.1262 0.389
H -0.3506 -1.4051 -3.2876 0.362
H -0.7096 -2.4062 -1.8633 0.390
H -0.2664 -0.3893 -0.4149 -0.340
H 0.2217 1.0156 -3.0307 0.466
H 0.0243 1.8563 -1.4192 0.333
H 1.3675 0.7678 -1.9274 0.385
H -2.5732 -0.8932 -1.5403 0.384
H -2.2851 0.6032 -0.6728 0.291
H -2.2091 0.6480 -2.4100 0.333
```

Computed properties:
Multiplicity: 1
Molecular weight in g/mol: 117.19
Energy relative to the best compared isomer or geometry (same formula, charge and spin) in kcal per mole: 12.1
Highest occupied orbital energy in eV: -9.8
SMILES: CC(N)=O.CC(C)C
Maximum force in eV/A: 1.8
Energy in Ha: -367.612000
Gap between HOMO and LUMO in eV: 10.5

---

2 unconnected molecules or ions with the total composition C6H15NO, computed with ωB97M-V with the def2-TZVPD basis set.

```
23
Properties=species:S:1:pos:R:3:mulliken_charge:R:1
C -0.5088 2.7679 -0.3437 -1.096
C 0.2374 1.9886 0.4378 0.994
C 0.5906 2.3750 1.8385 -1.467
C 0.8804 0.7459 -0.0905 -0.972
C 0.2601 -0.5404 0.5466 -0.577
C -1.2033 -0.7489 0.0639 -0.544
N -1.3370 -1.9871 -0.7518 -0.583
H -0.6281 2.4905 -1.3839 0.281
H -0.9421 3.6947 -0.0016 0.338
H 1.5508 1.9292 2.1274 0.351
H -0.0920 2.0007 2.5683 0.297
H 0.8351 3.4145 2.0461 0.426
H 0.6624 0.5649 -1.1463 0.330
H 1.9584 0.7338 0.0727 0.383
H 0.2684 -0.4282 1.6312 0.422
H 0.8147 -1.4084 0.2134 0.314
H -1.7158 -0.9838 0.9829 0.273
H -1.6604 0.1107 -0.4174 0.328
H -1.6227 -1.8359 -1.7050 0.229
H -1.8606 -2.6681 -0.2345 0.211
O 1.1009 -3.2751 -1.4220 -0.699
H 0.2673 -2.7937 -1.2046 0.468
H 0.8519 -4.1958 -1.3391 0.292
```

Computed properties:
Multiplicity: 1
Molecular weight in g/mol: 117.19
Energy relative to the best compared isomer or geometry (same formula, charge and spin) in kcal per mole: 40.7
Highest occupied orbital energy in eV: -9.2
SMILES: C=C(C)CCCN.O
Maximum force in eV/A: 1.7
Energy in Ha: -367.566478
Gap between HOMO and LUMO in eV: 10.1

---

2 unconnected molecules or ions with the total composition C6H15NO, computed with ωB97M-V with the def2-TZVPD basis set.

```
23
Properties=species:S:1:pos:R:3:mulliken_charge:R:1
C -3.1351 -0.8025 0.5876 -1.096
C -1.7106 -0.3844 0.1313 0.074
C -0.7405 -0.9808 0.7871 -0.431
C 0.7353 -1.3294 0.6596 -0.369
C 1.7074 -0.1960 0.6273 -0.426
C 1.2360 1.2687 0.6758 -0.550
N 0.9771 2.0218 1.9620 -0.594
H -3.2318 -0.7795 1.6878 0.340
H -4.0156 -0.2565 0.0448 0.288
H -3.2975 -1.7546 -0.0150 0.271
H -1.4829 0.2899 -0.6529 0.429
H -1.0979 -1.4114 1.7766 0.092
H 0.9125 -1.9980 -0.2870 0.212
H 0.8034 -2.0053 1.5418 0.274
H 2.2534 -0.1505 -0.2975 0.272
H 2.5159 -0.3553 1.3687 0.245
H 1.9050 1.9493 0.1559 0.425
H 0.2640 1.2820 0.2077 0.109
H 1.8312 2.1242 2.5354 0.221
H 0.2624 1.6027 2.5213 0.215
O 0.6147 0.1287 -4.5859 -0.607
H 1.0366 -0.0763 -3.7134 0.313
H 1.0298 0.9035 -4.7328 0.294
```

Computed properties:
Multiplicity: 1
Molecular weight in g/mol: 117.19
Energy relative to the best compared isomer or geometry (same formula, charge and spin) in kcal per mole: 81.7
Highest occupied orbital energy in eV: -9.0
SMILES: C/C=C/CCCN.O
Maximum force in eV/A: 5.0
Energy in Ha: -367.501036
Gap between HOMO and LUMO in eV: 9.6

---

C6H15NO in the gas phase, computed with ωB97M-V with the def2-TZVPD basis set.

```
23
Properties=species:S:1:pos:R:3:mulliken_charge:R:1
C -1.1321 -2.1581 -0.9209 -1.222
C -0.7288 -0.7203 -0.7232 -0.290
N 0.4631 -0.5873 0.1274 -0.030
C 1.6550 -0.9440 -0.6506 -0.992
C 0.6114 0.7912 0.6027 0.295
C 0.4517 1.9440 -0.4050 -1.324
C -0.2532 0.9999 1.8692 -0.981
O -1.4959 1.6909 1.6651 -0.579
H -1.6931 -2.5356 -0.0608 0.297
H -0.3432 -2.8974 -1.0404 0.302
H -1.8111 -2.3231 -1.7585 0.361
H -1.5513 -0.1837 -0.2467 0.265
H -0.6463 -0.1523 -1.6573 0.265
H 1.9475 -0.1818 -1.3724 0.321
H 2.4807 -1.0968 0.0483 0.332
H 1.5167 -1.8923 -1.1659 0.325
H 1.5936 0.8679 1.0388 0.419
H -0.5440 2.3545 -0.2392 0.375
H 0.6012 1.6639 -1.4407 0.375
H 1.2435 2.6858 -0.2721 0.317
H -0.4228 0.0264 2.3149 0.395
H 0.2725 1.5888 2.6114 0.437
H -2.2149 1.0594 1.6760 0.334
```

Computed properties:
Multiplicity: 1
Molecular weight in g/mol: 117.19
Energy relative to the best compared isomer or geometry (same formula, charge and spin) in kcal per mole: 42.8
Highest occupied orbital energy in eV: -8.7
SMILES: CCN(C)[C@@H](C)CO
Maximum force in eV/A: 1.3
Energy in Ha: -367.563052
Gap between HOMO and LUMO in eV: 9.6

---

2 unconnected molecules or ions with the total composition C6H15NO, computed with ωB97M-V with the def2-TZVPD basis set.

```
23
Properties=species:S:1:pos:R:3:mulliken_charge:R:1
C -1.0839 -1.0365 -2.0582 -1.113
C 0.0722 -0.0222 -2.3124 -0.555
C 1.3808 -0.5004 -1.5384 -0.641
C 1.5700 0.1791 -0.2338 -0.600
C 0.7138 -0.5568 0.8896 -0.666
C 0.3467 0.1333 1.9498 -0.044
N -0.5470 -0.2847 2.9546 -0.563
H -1.3025 -1.1800 -1.0060 0.321
H -1.9309 -0.6396 -2.6323 0.326
H -0.8422 -1.8705 -2.7470 0.315
H 0.3105 -0.0717 -3.3922 0.335
H -0.2082 1.0338 -2.1154 0.360
H 2.1068 -0.1611 -2.3105 0.325
H 1.2985 -1.5882 -1.5079 0.264
H 2.6265 0.1237 0.1443 0.320
H 1.4657 1.2768 -0.2182 0.373
H 0.5101 -1.6007 0.7140 0.355
H 0.5599 1.1968 2.2378 0.400
H -0.4257 -1.1449 3.4831 0.228
H -0.4527 0.4011 3.7031 0.270
O -2.1529 2.4536 2.1448 -0.655
H -2.3729 1.5838 2.5012 0.330
H -1.6424 2.2754 1.3498 0.315
```

Computed properties:
Multiplicity: 1
Molecular weight in g/mol: 117.19
Energy relative to the best compared isomer or geometry (same formula, charge and spin) in kcal per mole: 56.9
Highest occupied orbital energy in eV: -8.5
SMILES: CCCC/C=C/N.O
Maximum force in eV/A: 3.7
Energy in Ha: -367.540586
Gap between HOMO and LUMO in eV: 9.4

---

2 unconnected molecules or ions with the total composition C6H15NO, computed with ωB97M-V with the def2-TZVPD basis set.

```
23
Properties=species:S:1:pos:R:3:mulliken_spin:R:1
C 0.7620 0.4379 2.9742 0.021
C 0.3601 0.0965 1.5136 -0.031
C -0.1454 1.3418 0.8282 0.094
C -0.4698 1.2126 -0.6648 -0.008
C 0.1482 0.4822 -1.5673 0.009
C -0.0712 0.6405 -3.0973 0.000
N -0.4367 -1.1248 1.4883 0.863
H -0.1110 1.1282 3.3310 -0.002
H 0.7136 -0.4309 3.8064 -0.001
H 1.5994 1.0809 3.0084 0.002
H 1.3217 -0.2400 1.0592 0.096
H 0.4819 2.1544 1.0543 0.005
H -1.2003 1.4088 1.2255 -0.005
H -1.1946 1.9012 -1.0127 0.001
H 1.0189 -0.2544 -1.5295 0.000
H 0.3773 -0.2542 -3.5971 0.000
H -1.1055 0.9820 -3.5559 0.000
H 0.4303 1.5397 -3.3973 0.000
H -0.5514 -1.6239 0.5861 -0.018
H -0.4454 -1.6209 2.3176 -0.026
H -1.0777 -2.5004 -1.8619 0.000
H 0.2215 -3.2885 -1.6132 0.000
O -0.6260 -3.0688 -1.2957 0.000
```

Computed properties:
Multiplicity: 2
Molecular weight in g/mol: 117.19
Energy relative to the best compared isomer or geometry (same formula, charge and spin) in kcal per mole: 64.4
Highest occupied orbital energy (alpha / beta) in eV: -13.4 / -13.4
Maximum force in eV/A: 4.7
Charge: +1
Energy in Ha: -367.215640
Gap between HOMO and LUMO (alpha / beta) in eV: 10.5 / 5.4

---

2 unconnected molecules or ions with the total composition C6H15NO, computed with ωB97M-V with the def2-TZVPD basis set.

```
23
Properties=species:S:1:pos:R:3:mulliken_spin:R:1
C -2.6742 -1.8616 -0.9649 0.000
C -1.9862 -1.4327 0.3165 0.000
N -1.2602 -0.1772 0.1244 0.003
C -0.7149 0.3498 1.3570 0.007
H -3.3710 -2.6733 -0.7502 0.000
H -1.9804 -2.1796 -1.7337 0.000
H -3.2780 -1.0473 -1.3558 0.000
H -1.2540 -2.1843 0.6223 0.000
H -2.7400 -1.3510 1.1113 0.001
H -1.9046 0.5081 -0.2559 0.001
H -0.2699 1.3228 1.1437 -0.002
H -1.4175 0.4859 2.1858 0.000
H 0.0953 -0.2971 1.6987 -0.003
C 2.2479 0.7452 -1.7994 0.049
C 2.0586 1.4998 -0.5619 0.384
C 2.4327 1.0247 0.6979 0.277
O 2.2179 1.7459 1.7413 0.197
H 2.7689 1.3820 -2.5147 0.039
H 2.7798 -0.1846 -1.6422 -0.007
H 1.2641 0.5048 -2.2133 0.046
H 1.5803 2.4719 -0.6012 0.006
H 2.8991 0.0523 0.8365 0.010
H 2.5063 1.2953 2.5578 -0.007
```

Computed properties:
Multiplicity: 2
Molecular weight in g/mol: 117.19
Energy relative to the best compared isomer or geometry (same formula, charge and spin) in kcal per mole: 37.4
Highest occupied orbital energy (alpha / beta) in eV: -12.2 / -12.2
Maximum force in eV/A: 0.5
Charge: +1
Energy in Ha: -367.258639
Gap between HOMO and LUMO (alpha / beta) in eV: 8.1 / 4.5

---

A molecular structure, C6H15NO, computed with ωB97M-V with the def2-TZVPD basis set.

```
23
Properties=species:S:1:pos:R:3:mulliken_spin:R:1
C -1.0632 -1.1236 1.2503 0.070
C -2.1871 -0.0880 1.1881 0.006
C -0.4139 -1.0247 -0.0554 -0.063
N -0.6406 0.0625 -0.8803 0.858
C 1.1436 1.6850 -1.2092 0.009
C 0.8120 0.3051 -0.5665 -0.005
C 1.6569 0.2646 0.8228 0.055
O 2.6779 1.6396 0.9604 0.005
H -0.3701 -0.9427 2.0669 -0.004
H -1.5382 -2.1284 1.3391 -0.004
H -2.7150 -0.0041 2.1461 0.001
H -2.7991 -0.3602 0.3434 -0.001
H -1.7321 0.8118 0.7813 0.005
H -0.2678 -2.0013 -0.5243 0.012
H -2.0741 -1.8237 -2.8657 0.003
H -1.5039 -1.3444 -2.6840 0.001
H 1.0222 2.5973 -0.5599 -0.001
H 2.1848 1.7737 -1.6064 -0.002
H 0.5086 1.8827 -2.0903 -0.001
H 1.5186 -0.5088 -1.1190 0.059
H 1.1173 0.6698 1.6333 0.001
H 2.8845 0.4823 0.6572 -0.003
H 1.7785 -0.8246 0.9720 -0.001
```

Computed properties:
Multiplicity: 2
Molecular weight in g/mol: 117.19
Energy relative to the best compared isomer or geometry (same formula, charge and spin) in kcal per mole: 237.6
Highest occupied orbital energy (alpha / beta) in eV: -14.8 / -14.9
Maximum force in eV/A: 5.4
Charge: +1
Energy in Ha: -366.939563
Gap between HOMO and LUMO (alpha / beta) in eV: 8.4 / 7.9